DFT (the ωB97M-V functional and the def2-TZVPD basis) results for a 2-piece molecular cluster, C4H14N overall at a distorted geometry.

Results
Charge: +2
ΔE to the lowest compared entry with this formula, charge and spin (kcal/mol): 16.8
LUMO energy (spin up / spin down) (hartree): -0.2506 / -0.5270
Spin multiplicity: 2

Element x y z (Å)
C (-2.62, -0.97, -1.03)
C (-2.52, 0.48, -0.94)
H (-2.72, -1.45, -2.07)
H (-1.81, -1.54, -0.57)
H (-3.68, -1.29, -0.77)
H (-1.49, 0.80, -1.12)
H (-2.83, 0.98, 0.01)
H (-3.20, 0.89, -1.72)
C (1.45, 0.05, -0.45)
N (1.96, 0.78, 0.77)
C (2.23, -0.16, 1.91)
H (2.18, 0.18, -1.24)
H (0.56, 0.54, -0.81)
H (1.30, -1.00, -0.22)
H (2.83, 1.29, 0.57)
H (1.30, 1.49, 1.06)
H (2.95, -0.90, 1.60)
H (2.79, 0.39, 2.67)
H (1.32, -0.55, 2.35)

Here are the natural (NBO) charges for atoms 1 to 8, given in e: atom 1 (C): -0.499, atom 2 (C): -0.609, atom 3 (H): 0.432, atom 4 (H): 0.285, atom 5 (H): 0.401, atom 6 (H): 0.277, atom 7 (H): 0.377, atom 8 (H): 0.334